A 4-piece molecular cluster, C24H39BrF5N3O10 overall in a non-equilibrium geometry, computed with ωB97M-V with the def2-TZVPD basis set.

```
82
Properties=species:S:1:pos:R:3:forces:R:3:mulliken_charge:R:1
C -5.0934 3.2585 0.2029 0.6 0.2 0.2 -1.1026
C -4.5087 4.7099 0.1078 -0.5 -0.6 -0.9 -0.4279
C -3.7737 4.9252 -1.2610 -1.6 -0.1 1.2 -0.2839
O -2.4592 5.4352 -1.0342 -0.6 -0.5 -1.2 -0.5058
C -1.6046 5.2809 -2.1446 1.2 0.7 0.1 0.9049
N -0.6550 6.3934 -2.0358 -0.1 -0.3 -0.2 -0.5050
C -2.3146 5.3882 -3.4758 2.2 -0.8 4.9 -0.1375
N -2.7487 5.6095 -4.4782 -1.9 0.7 -4.2 -0.5263
C -0.7271 3.9439 -2.0249 -1.8 -0.4 1.2 2.5844
C -1.5458 2.7941 -2.5845 3.2 4.4 1.8 -0.7298
N -1.9128 1.9220 -3.1764 -2.1 -3.7 -2.1 -0.6227
C 0.6633 4.0561 -2.6775 -0.1 -0.4 -0.8 -1.5755
C 0.6887 4.4901 -4.1642 0.8 -0.3 -0.6 -0.7839
C 0.2095 3.4103 -5.1701 -0.8 0.0 0.8 -0.6916
Br 1.3815 3.1982 -6.7209 -0.3 0.1 0.3 -0.1817
C -0.6440 3.6636 -0.4795 1.2 -0.5 -0.1 -1.0422
C 0.4164 2.6030 -0.0873 -0.3 -0.5 0.6 -1.2547
C -0.0756 1.1371 -0.2811 0.8 0.4 0.7 -0.4748
C 0.9190 0.1672 0.3719 -0.3 -0.2 -0.7 0.9253
F 2.0907 0.1693 -0.3605 -0.7 0.0 0.4 -0.3267
F 1.2418 0.5189 1.6271 0.0 0.1 0.3 -0.3614
C 0.3512 -1.3117 0.4079 0.5 0.4 0.2 0.6464
F 0.8758 -2.0818 1.3829 -0.1 0.5 -0.3 -0.2368
F -0.9537 -1.3533 0.5863 -0.9 0.4 0.3 -0.2879
F 0.5873 -1.8419 -0.7798 0.4 -0.6 -0.5 -0.2854
H -4.3879 2.6417 0.7831 -0.5 0.0 -0.1 0.2420
H -6.0931 3.2511 0.6589 0.5 -0.1 0.1 0.3423
H -5.1930 2.7761 -0.7815 0.0 0.3 0.2 0.3396
H -3.8190 4.9204 0.9351 -0.3 0.0 -0.2 0.2754
H -5.3836 5.3757 0.1511 0.6 0.1 0.1 0.4287
H -3.8033 3.9549 -1.7816 0.5 0.4 0.0 0.1821
H -4.4030 5.6358 -1.8272 0.7 -0.1 -0.1 0.3111
H -0.6000 6.9218 -2.8969 0.0 0.2 0.3 0.3152
H -0.8870 6.9724 -1.2378 -0.2 0.0 -0.3 0.2718
H 1.1418 3.0628 -2.6143 -0.2 0.3 -0.1 0.5013
H 1.3120 4.7451 -2.1219 -0.5 -0.1 0.1 0.4053
H 1.7484 4.6844 -4.4079 -0.4 0.0 0.2 0.6603
H 0.1758 5.4408 -4.3674 0.1 -0.3 0.2 0.2570
H 0.1304 2.4289 -4.6841 0.3 0.3 -0.3 0.3056
H -0.8095 3.6378 -5.5141 0.5 -0.1 -0.2 0.4059
H -0.3734 4.5852 0.0570 -0.2 -0.2 -0.4 0.5992
H -1.6082 3.2975 -0.0953 0.2 0.4 -0.2 0.0513
H 0.5636 2.7059 1.0026 0.0 0.1 -0.4 0.4740
H 1.4088 2.7471 -0.5341 -0.4 0.1 0.0 0.3841
H -0.1542 0.8438 -1.3356 -0.3 0.0 0.3 0.3057
H -1.0117 1.0295 0.2855 0.0 -0.1 -0.6 0.2780
C 3.6416 -2.1399 0.5072 0.2 0.1 0.2 -0.6655
O 4.3837 -3.0788 -0.2786 0.1 -0.1 -0.1 -0.3597
C 5.6834 -2.7990 -0.3876 -0.1 0.0 0.0 0.7863
O 6.2502 -1.8571 0.1033 0.0 -0.1 -0.1 -0.5548
O 6.2497 -3.7516 -1.1383 -0.1 0.0 0.1 -0.3327
C 7.6524 -3.5810 -1.3409 0.3 0.0 -0.1 -0.6711
H 2.6099 -2.4498 0.5208 0.4 -0.5 -0.2 0.1105
H 4.0220 -2.1200 1.5293 0.0 0.1 0.0 0.3076
H 3.6867 -1.1512 0.0659 0.3 0.0 0.1 0.4914
H 8.1851 -3.6106 -0.3908 0.0 0.1 0.0 0.3021
H 7.8549 -2.6466 -1.8632 0.0 0.0 0.1 0.2993
H 7.9926 -4.4086 -1.9591 -0.2 0.0 0.0 0.2332
C -6.5034 -3.3933 3.2725 -0.2 0.1 0.2 -0.6216
O -5.7910 -4.3512 2.4909 0.1 0.0 0.0 -0.3223
C -4.4891 -4.0832 2.3468 0.0 -0.1 -0.1 0.7975
O -3.9074 -3.1353 2.8091 -0.1 -0.1 -0.1 -0.5427
O -3.9484 -5.0495 1.6012 -0.1 0.1 0.1 -0.3223
C -2.5487 -4.8937 1.3624 0.4 0.0 -0.1 -0.5371
H -7.5402 -3.7188 3.3160 0.1 -0.2 -0.1 0.2180
H -6.1061 -3.3513 4.2863 0.1 0.1 -0.1 0.2896
H -6.4640 -2.4095 2.8057 0.1 0.0 0.1 0.2897
H -1.9936 -4.9127 2.2997 0.0 0.1 0.0 0.2887
H -2.3510 -3.9698 0.8196 0.0 0.0 0.1 0.2084
H -2.2267 -5.7325 0.7502 -0.2 -0.1 0.0 0.2604
C 1.7858 -5.2549 5.6526 -0.1 0.0 0.3 -0.6601
O 1.8676 -5.3085 4.2287 0.1 0.0 -0.1 -0.2537
C 3.1089 -5.4634 3.7554 0.0 0.0 -0.1 0.7287
O 4.1108 -5.5558 4.4166 -0.1 0.0 -0.1 -0.5536
O 3.0411 -5.4966 2.4223 -0.1 0.0 0.1 -0.2798
C 4.3028 -5.6584 1.7710 0.3 -0.1 -0.3 -0.6471
H 0.7370 -5.1284 5.9113 0.0 0.0 -0.2 0.2113
H 2.1466 -6.1833 6.0943 0.1 0.1 0.0 0.3004
H 2.3472 -4.4047 6.0387 0.1 -0.1 0.0 0.2987
H 4.7651 -6.6036 2.0547 0.0 0.1 0.2 0.4077
H 4.9640 -4.8235 2.0020 0.0 -0.1 0.1 0.2397
H 4.1188 -5.6685 0.6998 -0.2 0.1 0.1 0.2020
```
Forces are in eV/Å.

Net charge   0
SMILES   CCCO[C@](N)(C#N)[C@@](C#N)(CCCBr)CCCC(F)(F)C(F)(F)F.COC(=O)OC.COC(=O)OC.COC(=O)OC
Lowest unoccupied orbital energy   0.413 eV
Calculated total energy   -134094.655 eV
Orbital gap   10.55 eV

C39H53As3F5N4Ti as an isolated structure in a non-equilibrium geometry, computed with ωB97M-V with the def2-TZVPD basis set.

```
105
Properties=species:S:1:pos:R:3:forces:R:3:mulliken_charge:R:1
Ti -0.8182 0.8714 -2.1931 -2.2 0.7 1.2 -2.4123
C -3.5556 -2.0496 -3.6080 -0.6 0.0 -0.7 -1.3048
C -3.9530 -1.2681 -2.3256 0.2 0.3 -1.0 -0.4200
C -2.8562 -1.2946 -1.2622 0.2 -0.7 0.6 -1.2713
N -2.3034 0.0282 -1.0442 0.8 0.2 -0.6 0.2145
C -2.8329 0.7569 -0.0486 -0.5 0.1 0.3 0.7733
C -4.0472 0.4469 0.5966 0.2 -0.3 0.1 -0.8136
C -4.4502 0.7261 1.9217 -0.3 -0.1 -0.9 -0.5623
C -3.9952 1.7170 2.7562 0.1 0.1 1.5 -0.5609
C -3.1658 2.7785 2.3709 -0.1 -0.2 -0.5 -0.4491
C -2.4483 2.9057 1.1948 0.6 0.0 0.2 -1.2035
C -2.0095 1.8964 0.2966 0.9 0.0 -0.1 0.6403
N -0.8367 1.8916 -0.3682 -0.7 -0.2 -0.4 1.8209
C 0.3007 2.7264 -0.0255 -0.1 0.4 1.3 -0.4023
C 0.8921 3.4387 -1.2259 0.0 1.5 -0.6 -1.1534
C -0.2275 3.8759 -2.2279 0.4 0.0 0.6 -1.1293
N -0.9195 2.7400 -2.8583 0.8 0.0 0.1 0.8691
C -1.7664 3.0062 -3.8748 -0.7 0.7 -0.5 0.6327
C -2.4911 4.2197 -3.9972 0.3 -0.9 -0.6 -0.4517
C -3.3512 4.6179 -5.0604 0.5 0.2 0.6 -0.6640
C -3.4074 4.1427 -6.3596 0.2 0.2 -0.3 -0.3528
C -2.6716 3.0681 -6.8845 -0.1 -1.4 0.3 -0.5800
C -2.1250 1.9897 -6.1577 -0.3 0.9 0.3 -0.8042
C -1.9621 1.8387 -4.7393 -0.1 -0.2 0.1 0.6766
N -1.7401 0.6808 -4.0969 -0.2 0.4 0.2 0.7643
C -1.8499 -0.5451 -4.8927 0.2 0.1 -1.1 -1.2429
C -2.1392 -1.8797 -4.2125 -0.2 -0.4 0.5 -0.0191
H -4.2919 -1.7520 -4.4020 0.5 -0.5 0.6 0.3389
H -3.6654 -3.1290 -3.4358 -0.2 0.2 0.0 0.4082
H -4.8989 -1.6592 -1.9200 0.3 0.0 -0.3 0.5134
H -4.1426 -0.2133 -2.6619 0.2 -0.8 0.6 0.2668
H -2.0170 -1.9939 -1.5108 -0.7 0.6 0.0 0.1624
H -3.2155 -1.6753 -0.2713 0.1 0.2 -0.8 0.8184
H -4.6814 -0.2627 0.0633 0.3 0.0 0.3 0.4161
H -5.2821 0.0938 2.2637 0.4 0.3 0.0 0.3981
H -4.3351 1.7090 3.8232 0.1 0.1 -1.2 0.3409
H -3.0590 3.6215 3.0540 -0.2 -0.2 -0.1 0.4394
H -1.9820 3.8705 1.0541 0.3 0.0 0.1 0.4619
H 1.0452 2.0647 0.4360 0.0 0.0 -0.1 -0.2302
H 0.0330 3.4545 0.7848 0.1 -0.5 -0.8 0.4948
H 1.6826 2.8899 -1.7549 -0.5 -0.1 0.3 0.2015
H 1.4079 4.3826 -0.8745 -0.6 -0.9 -0.3 0.5554
H 0.2328 4.4945 -3.0234 -0.4 -0.2 0.4 0.5404
H -0.9650 4.4692 -1.6656 0.2 0.1 -0.1 0.4920
H -2.3744 4.8839 -3.1348 -0.3 -0.1 -0.5 0.3125
H -3.9634 5.5024 -4.8426 0.3 -0.4 -0.1 0.3521
H -4.0259 4.6964 -7.0788 0.3 -0.2 0.4 0.3475
H -2.6739 2.9346 -7.9909 0.0 0.2 1.0 0.3483
H -1.7793 1.1425 -6.7302 0.1 0.1 -0.2 0.4659
H -0.8905 -0.6335 -5.4115 0.2 -0.2 -0.1 0.5065
H -2.5808 -0.3655 -5.7232 0.2 -0.4 0.9 0.5406
H -1.3788 -2.1528 -3.4390 -0.4 0.4 -0.6 -0.4376
H -2.0336 -2.6694 -5.0061 0.0 0.8 0.7 0.4308
C 3.8190 -2.2332 -0.4814 -0.1 0.3 0.4 -1.0963
As 2.5696 -1.5151 0.9146 -0.4 -0.3 -0.6 0.3204
C 1.7483 -3.2975 1.3158 0.1 0.8 0.4 -1.1931
C 3.8291 -1.1742 2.4362 0.5 0.0 -1.0 -1.9476
C 3.3584 -0.9994 3.8701 0.3 0.2 1.1 2.4411
C 4.6346 -0.6828 4.7251 0.6 -0.2 -0.9 -1.9969
C 2.4493 0.2345 4.0982 -0.1 -0.1 -0.3 -2.0314
As 0.7115 0.4352 3.1384 -0.2 -0.3 1.1 0.4768
C -0.3784 -0.8201 4.2724 -0.4 -0.4 -1.0 -1.2813
C 0.2416 2.0875 4.1539 0.6 0.1 -0.3 -1.0682
C 2.7665 -2.3262 4.3802 -0.4 -0.1 0.1 -0.7307
As 2.3540 -2.4365 6.3352 0.0 -0.3 0.1 0.2051
C 1.0724 -3.9585 6.2141 0.0 0.4 -0.3 -1.1414
C 3.9033 -3.5052 7.0295 -0.5 0.7 -0.2 -1.1446
H 4.7161 -2.6361 -0.0044 -0.1 -0.3 -0.2 0.4434
H 4.1308 -1.4274 -1.1450 0.0 0.1 0.0 0.2904
H 3.2884 -2.9799 -1.0948 0.3 0.1 0.5 0.2516
H 2.4732 -4.0141 1.6821 0.2 -0.1 0.1 0.4358
H 1.2782 -3.6844 0.4165 0.0 0.1 -0.1 0.4836
H 0.9789 -3.1289 2.0757 0.1 -0.2 -0.2 0.1823
H 4.3861 -0.2611 2.1278 -0.3 -0.4 0.0 0.4201
H 4.5398 -2.0054 2.3811 0.1 0.1 0.2 0.5712
H 5.1119 0.2391 4.3157 -0.3 -0.5 0.5 0.4618
H 5.3977 -1.4914 4.6342 -0.6 0.4 0.0 0.3934
H 4.4087 -0.5632 5.7907 -0.1 0.2 -0.2 0.4300
H 3.0055 1.1370 3.7768 -0.1 -0.3 0.3 0.5630
H 2.2135 0.3082 5.1775 0.2 0.1 -0.5 0.4960
H -0.0595 -0.9790 5.3011 0.3 0.2 0.0 0.2997
H -0.4731 -1.8152 3.7717 0.2 0.7 0.3 0.2447
H -1.3877 -0.4001 4.2851 0.0 0.0 0.1 0.5921
H 0.2333 1.8950 5.2307 0.1 0.1 -0.1 0.4640
H -0.7537 2.4039 3.8387 0.1 0.1 0.0 0.1464
H 0.9958 2.8780 3.9067 -0.7 -0.6 0.3 0.3493
H 3.5015 -3.1280 4.2060 -0.3 0.1 -0.2 0.8826
H 1.8164 -2.5474 3.8508 0.6 0.0 0.4 -0.4628
H 0.0854 -3.5816 5.9037 0.3 -0.1 0.2 0.2595
H 0.9777 -4.4059 7.2074 0.0 0.0 -0.2 0.4120
H 1.3934 -4.6951 5.4688 0.0 0.0 0.3 0.3708
H 4.7625 -2.8507 7.2229 -0.3 -0.2 0.0 0.3343
H 4.1809 -4.2868 6.3303 0.0 -0.2 0.0 0.3443
H 3.5415 -3.9315 7.9695 0.2 0.0 -0.1 0.4120
F 0.4813 -2.2315 -1.5367 -0.2 1.0 -1.4 -0.5303
C 1.0321 -1.5157 -2.5862 0.1 -0.1 0.8 0.1228
C 0.9036 -0.1126 -2.6769 1.1 -0.6 0.0 1.4897
C 1.8458 0.5211 -3.5045 -0.3 -0.3 0.5 0.3592
F 1.9980 1.8661 -3.5102 -0.4 -0.6 -0.4 -0.3810
C 2.7302 -0.1933 -4.2763 1.4 0.2 -1.1 0.2115
F 3.6528 0.4407 -5.0399 -0.7 -0.3 0.5 -0.3383
C 2.7406 -1.5802 -4.2865 -0.9 0.0 0.2 0.7279
F 3.5643 -2.2357 -5.0984 -0.4 0.2 0.6 -0.3162
C 1.8459 -2.2489 -3.4276 1.2 -0.7 -0.5 0.0525
F 1.9482 -3.5961 -3.3622 -0.3 0.9 0.2 -0.3604
```
Forces are in eV/Å.

Net charge   +1
Lowest unoccupied orbital energy (spin up / spin down)   -3.741 / -3.740 eV
Calculated total energy   -266472.933 eV
Orbital gap (spin up / spin down)   5.98 / 5.99 eV
Energy relative to the best compared isomer or geometry (same formula, charge and spin)   0.000 eV

C3H3InO3 as an isolated structure in a non-equilibrium geometry, computed with ωB97M-V with the def2-TZVPD basis set.

```
10
Properties=species:S:1:pos:R:3:forces:R:3:lowdin_spin:R:1
O 0.3020 1.5728 1.1229 0.5 -4.3 1.7 -0.0062
In 0.5131 -0.7816 -1.7473 -1.5 -2.6 -5.2 0.4785
O 1.1633 -0.0731 -0.1107 2.0 -0.7 5.5 0.1212
C 0.7146 0.4787 0.8535 0.0 7.5 -2.2 0.0349
O -1.6548 -0.1972 0.4562 -2.2 3.1 -1.7 0.0209
C -1.7386 -1.0126 -0.5770 1.0 1.0 1.0 0.2476
H -2.1933 -1.9582 -0.2304 -0.1 -0.2 -0.3 0.0070
C -1.8910 1.3419 0.0667 0.7 -5.3 1.0 0.0867
H -1.5368 1.5947 -0.9340 -0.2 0.6 -0.1 0.0066
H -2.6091 1.6563 0.8178 -0.1 1.0 0.4 0.0028
```
Forces are in eV/Å.

Net charge   +3
Lowest unoccupied orbital energy (spin up / spin down)   -18.606 / -18.511 eV
Calculated total energy   -14429.091 eV
Orbital gap (spin up / spin down)   5.93 / 7.55 eV
<S²>   0.795
Multiplicity   2
Energy relative to the best compared isomer or geometry (same formula, charge and spin)   4.249 eV

> Which formula does entry 3 have?

C3H3InO3

> What is the net charge in the first record?

0